Density functional theory data (ωB97M-V with the def2-TZVPD basis set) for the molecule C3H6F2N2 at a distorted geometry.

Values from the calculation:
Kohn-Sham gap = 10.183 eV
relative energy (zero: lowest compared OMol25 entry of this formula, charge and spin) = 130.81 kJ/mol
max |F| = 1.8 eV/A
HOMO energy = -9.25 eV
E_LUMO = 0.9 eV
structure (SMILES) = CN/N=C/C(F)F

Last column: natural (NBO) charge in e.
Positions of all 13 atoms, in Å:
C: -2.0069 -1.8777 0.2662  -0.47
N: -1.2720 -1.1546 1.3240  -0.41
N: -0.3529 -0.2494 0.9770  -0.18
C: 0.2392 -0.2659 -0.1269  -0.10
C: 1.2501 0.7572 -0.4653  0.54
F: 1.2833 0.9480 -1.8074  -0.34
F: 1.0063 1.9193 0.1351  -0.32
H: -2.3327 -1.2646 -0.5926  0.19
H: -1.3864 -2.6370 -0.2712  0.20
H: -2.8286 -2.4403 0.7334  0.22
H: -1.8458 -0.7779 2.0590  0.38
H: -0.0042 -1.0350 -0.8684  0.17
H: 2.2709 0.4951 -0.1598  0.13

---

Density functional theory data (ωB97M-V with the def2-TZVPD basis set) for a cluster of 14 separate species, H33O17P in total at a distorted geometry.

Values from the calculation:
Kohn-Sham gap = 7.147 eV
relative energy (zero: lowest compared OMol25 entry of this formula, charge and spin) = 0.00 kJ/mol
max |F| = 1.9 eV/A
HOMO energy = -20.36 eV
E_LUMO = -13.2 eV
net charge = +4

Last column: natural (NBO) charge in e.
Positions of all 51 atoms, in Å:
O: 1.1038 -3.2839 -0.1006  -0.82
H: 0.5619 -2.4947 0.3407  0.55
H: 2.1017 -3.0963 -0.0838  0.56
H: 0.7905 -3.4940 -0.9911  0.54
O: -2.5234 -1.1591 -3.0016  -0.77
H: -2.0772 -0.5145 -2.3223  0.59
H: -3.4099 -1.4413 -2.7008  0.57
H: -1.9809 -1.9573 -3.1426  0.56
O: -0.2843 0.2135 3.5422  -0.82
H: -0.1843 0.5767 2.5509  0.56
H: -1.1117 0.4776 3.9810  0.56
H: -0.0951 -0.7520 3.6851  0.56
O: -3.2741 2.0776 -0.7579  -0.78
H: -4.1142 1.7207 -0.4008  0.56
H: -3.5106 2.4026 -1.6599  0.58
H: -2.5615 1.3351 -0.7864  0.58
O: -2.6401 -2.4934 1.2580  -0.78
H: -3.1434 -2.5065 0.4275  0.54
H: -1.6716 -2.1080 1.0862  0.56
H: -3.1700 -1.9731 1.8968  0.57
O: 1.6920 0.3183 -3.2748  -0.76
H: 2.6508 0.1338 -3.3616  0.57
H: 1.3502 0.1008 -2.2985  0.57
H: 1.2150 -0.3331 -3.8267  0.55
O: 3.0380 0.6427 0.9906  -0.81
H: 2.1874 0.4590 0.4042  0.57
H: 3.6856 1.2712 0.6070  0.58
H: 3.5059 -0.1664 1.2748  0.57
P: -0.1660 -0.0565 0.1309  2.60
O: -1.3604 0.1484 -0.8635  -1.29
O: -0.3045 -1.3948 0.9813  -1.24
O: -0.0603 1.1310 1.0745  -1.20
O: 1.1718 -0.0766 -0.7171  -1.25
O: 1.6963 3.4871 2.2601  -0.90
H: 2.3422 2.8504 2.5804  0.45
H: 1.0569 2.9909 1.7395  0.45
O: 1.0585 2.6465 -1.2296  -0.94
H: 1.2954 1.7841 -0.8797  0.44
H: 0.2525 2.9076 -0.7627  0.49
O: -1.2477 3.7093 0.7356  -0.95
H: -2.1702 3.8455 0.9744  0.48
H: -0.9987 2.8373 1.0613  0.47
O: 3.7006 -2.7866 -0.1373  -0.97
H: 4.5732 -3.2096 -0.2066  0.55
H: 3.6354 -2.2489 -0.9361  0.48
O: -1.1385 1.6000 -3.1224  -0.99
H: -0.8378 2.5103 -2.9888  0.52
H: -0.9156 1.1233 -2.3124  0.46
O: -0.0348 -2.4327 3.4136  -0.97
H: 0.4269 -3.2761 3.3388  0.53
H: -0.1059 -2.0456 2.5303  0.47

---

Density functional theory data (ωB97M-V with the def2-TZVPD basis set) for the molecule C4H5NO.

Values from the calculation:
Kohn-Sham gap = 9.448 eV
relative energy (zero: lowest compared OMol25 entry of this formula, charge and spin) = 101.52 kJ/mol
max |F| = 1.0 eV/A
HOMO energy = -8.49 eV
E_LUMO = 1.0 eV
structure (SMILES) = O=C1CC=CN1

Last column: natural (NBO) charge in e.
Positions of all 11 atoms, in Å:
O: 1.0257 -0.5967 -1.9734  -0.53
C: 0.3273 -0.4991 -1.0032  0.73
C: 0.6117 -0.8698 0.4530  -0.55
C: 0.1776 0.4379 1.1007  -0.30
C: -0.7921 0.9594 0.3236  0.01
N: -0.9052 0.2381 -0.8862  -0.70
H: 1.6574 -1.1116 0.5872  0.23
H: 0.0076 -1.7447 0.7891  0.24
H: 0.8556 1.0198 1.7115  0.23
H: -1.3180 1.9050 0.4654  0.21
H: -1.6475 0.2617 -1.5675  0.42

---

Density functional theory data (ωB97M-V with the def2-TZVPD basis set) for a structure of composition C44H43N4O7P2RuS3Si.

Values from the calculation:
<S²> = 8.828
Kohn-Sham gap (spin up / spin down) = 4.558 / 6.993 eV
multiplicity = 6
max |F| = 0.8 eV/A
HOMO energy (spin up / spin down) = -4.61 / -8.63 eV
E_LUMO (spin up / spin down) = -0.1 / -1.6 eV

Last column: Mulliken spin population.
Positions of all 105 atoms, in Å:
Ru: -1.3117 1.6735 0.7574  2.17
O: -2.8089 5.5766 0.7253  0.00
P: -2.6943 4.0079 0.8327  0.00
O: -2.9142 3.2399 -0.4428  0.05
O: -1.3444 3.6603 1.4482  0.03
O: -3.8548 3.6170 1.8656  0.00
P: -4.3041 2.0360 1.9708  0.00
O: -5.0995 1.8094 0.6168  0.00
O: -5.1068 1.7762 3.1568  0.00
O: -2.9571 1.2665 1.8527  0.06
H: -3.7186 5.8842 0.6132  0.00
H: -4.5798 2.1664 -0.1320  0.00
N: -1.2893 -0.0472 0.0881  0.46
S: -1.3335 -1.4830 -0.4131  0.08
N: 0.0481 -2.2613 -0.6669  0.08
S: 1.4463 -1.6080 -0.9086  0.25
N: 1.6656 -0.1102 -0.2746  0.10
S: 1.2925 1.2769 -0.9089  0.05
N: 0.2099 2.1289 -0.2844  0.19
C: 2.8044 2.1942 -0.7672  0.00
C: 2.7124 3.5786 -0.7668  0.00
C: 3.8782 4.3202 -0.6596  0.00
C: 5.1055 3.6788 -0.5558  0.00
C: 5.1788 2.2920 -0.5546  0.00
C: 4.0211 1.5365 -0.6599  0.01
C: 0.9858 1.1367 -2.6556  0.07
C: 2.0243 1.1707 -3.5767  0.02
C: 1.7173 1.0307 -4.9200  0.01
C: 0.4007 0.8391 -5.3186  -0.01
C: -0.6231 0.7941 -4.3835  -0.02
C: -0.3379 0.9613 -3.0377  0.06
C: 2.0242 -1.9936 -2.4242  -0.10
C: 3.4292 -1.8690 -2.6736  0.31
C: 3.9040 -2.0663 -3.9515  -0.15
C: 3.0455 -2.3544 -5.0110  0.30
C: 1.6621 -2.4395 -4.7658  -0.13
C: 1.1399 -2.2508 -3.5164  0.19
C: 2.5235 -2.4557 0.2518  0.01
C: 2.9835 -1.8779 1.4254  0.00
C: 3.7194 -2.6528 2.3106  0.00
C: 3.9874 -3.9828 2.0200  0.00
C: 3.5212 -4.5497 0.8407  0.00
C: 2.7844 -3.7870 -0.0498  -0.02
C: -2.2430 -1.5543 -1.8195  -0.07
C: -2.1621 -2.7068 -2.6676  0.28
C: -2.9873 -2.7915 -3.7592  -0.13
C: -3.9387 -1.7990 -4.0420  0.34
C: -4.0768 -0.7210 -3.1573  -0.15
C: -3.2719 -0.5871 -2.0534  0.37
C: -2.0241 -2.4739 0.8813  -0.02
C: -1.5336 -3.7361 1.2015  0.09
C: -2.2274 -4.5094 2.1211  -0.03
C: -3.3925 -4.0364 2.7066  0.06
C: -3.8809 -2.7794 2.3642  -0.04
C: -3.2081 -1.9965 1.4455  0.06
H: 1.7413 4.0513 -0.8263  0.00
H: 3.8257 5.4004 -0.6493  0.00
H: 6.0114 4.2639 -0.4676  0.00
H: 6.1361 1.7966 -0.4644  0.00
H: 4.0536 0.4562 -0.6423  0.01
H: 3.0495 1.3026 -3.2590  0.00
H: 2.5110 1.0576 -5.6540  0.02
H: 0.1729 0.7190 -6.3697  0.00
H: -1.6480 0.6313 -4.6900  0.01
H: -1.1286 0.9561 -2.3012  -0.07
H: 4.1145 -1.6723 -1.8585  0.07
H: 4.9712 -2.0031 -4.1279  0.00
H: 3.4365 -2.5106 -6.0064  0.03
H: 0.9845 -2.6519 -5.5837  0.00
H: 0.0738 -2.2945 -3.3473  0.07
H: 2.7663 -0.8427 1.6428  0.01
H: 4.0809 -2.2128 3.2305  0.00
H: 4.5623 -4.5809 2.7147  0.00
H: 3.7319 -5.5858 0.6129  0.00
H: 2.4155 -4.2096 -0.9757  -0.01
H: -1.4551 -3.4948 -2.4467  0.04
H: -2.9068 -3.6557 -4.4076  0.00
H: -4.5843 -1.8886 -4.9038  0.03
H: -4.8391 0.0271 -3.3384  0.00
H: -3.4023 0.2427 -1.3720  0.01
H: -0.6159 -4.0906 0.7549  0.01
H: -1.8464 -5.4871 2.3863  0.00
H: -3.9214 -4.6445 3.4282  0.01
H: -4.7858 -2.3999 2.8206  0.00
H: -3.5721 -1.0104 1.1899  0.02
C: -0.1381 -0.6380 3.1518  -0.02
Si: -0.1235 1.2000 2.8450  -0.01
C: 1.6073 1.8857 2.6664  -0.02
C: -1.0201 2.1310 4.1864  0.00
C: -2.1845 1.6331 4.7764  -0.01
C: -2.8420 2.3425 5.7686  0.00
C: -2.3369 3.5604 6.1998  0.00
C: -1.1764 4.0680 5.6340  0.00
C: -0.5291 3.3611 4.6320  0.00
H: 0.4227 -0.8469 4.0673  0.00
H: 0.3177 -1.1873 2.3269  0.00
H: -1.1565 -1.0051 3.2822  0.00
H: 2.1073 1.8422 3.6380  0.00
H: 1.5844 2.9235 2.3314  0.00
H: 2.1921 1.3118 1.9485  0.01
H: -2.6111 0.6973 4.4391  0.00
H: -3.7611 1.9504 6.1827  0.00
H: -2.8538 4.1200 6.9691  0.00
H: -0.7827 5.0213 5.9631  0.00
H: 0.3604 3.7878 4.1849  0.00

---

Density functional theory data (ωB97M-V with the def2-TZVPD basis set) for the molecule C7H12N2 at a distorted geometry.

Values from the calculation:
Kohn-Sham gap = 8.554 eV
relative energy (zero: lowest compared OMol25 entry of this formula, charge and spin) = 145.38 kJ/mol
max |F| = 4.9 eV/A
HOMO energy = -7.55 eV
E_LUMO = 1.0 eV
structure (SMILES) = C=C/C(N)=C(\C)C(=C)N

Last column: natural (NBO) charge in e.
Positions of all 21 atoms, in Å:
C: -3.2126 0.3577 0.4330  -0.41
C: -2.0969 0.4864 -0.2744  -0.20
C: -0.7848 -0.3594 0.0118  0.18
N: -0.9256 -1.5518 0.6678  -0.83
C: 0.2962 0.3813 -0.1937  -0.13
C: 0.4572 1.7209 -0.8408  -0.64
C: 1.6818 -0.3440 0.1143  0.19
C: 1.9554 -0.9120 1.2951  -0.55
N: 2.6349 -0.2480 -0.8966  -0.83
H: -4.1349 0.8308 0.1293  0.20
H: -3.2633 -0.2587 1.3183  0.19
H: -2.0881 1.1162 -1.1538  0.21
H: -0.1457 -2.1851 0.5562  0.40
H: -1.8389 -1.9628 0.7800  0.39
H: 0.0203 1.7472 -1.8406  0.21
H: 1.5130 1.9684 -0.9215  0.24
H: -0.0247 2.4861 -0.2334  0.22
H: 1.2699 -0.8475 2.1214  0.21
H: 2.9291 -1.3299 1.5106  0.19
H: 2.2796 -0.3108 -1.8381  0.38
H: 3.4780 -0.7849 -0.7450  0.38